A gas-phase ion, C6H9N4O4 (charge +1) at a distorted geometry, computed with wB97M-V/def2-TZVPD.

**Charge**: +1
**Energy above the lowest of the compared OMol25 structures with the same formula, charge and spin**: 253.11 kcal/mol
**Max |F|**: 5.73 eV/A
**SMILES string**: N=C=C([C@H]1[NH2+][C@H]1C/C=[N+](\[O-])O)[N+](=O)[O-]
**Lowest unoccupied orbital energy**: -0.16025 Eh
**E**: -20501.303 eV

Geometry as XYZ:
```
23
Properties=species:S:1:pos:R:3:forces:R:3
H -1.7154 2.2352 -0.2542 0.16 -0.27 1.08
H -0.7408 0.5728 -2.3737 -0.38 -0.73 1.60
N -0.8379 -2.6148 -0.7284 2.71 -4.37 0.14
C 0.3015 1.2255 -0.4950 1.86 -0.98 -0.29
N -0.8819 1.9764 -0.7789 0.18 2.56 -2.30
O -2.5665 1.3104 0.7970 -0.89 1.03 1.44
N 2.1162 -0.8738 0.2259 -0.18 2.45 0.43
C -0.8025 0.5999 -1.2428 -1.32 -0.74 -0.77
C 0.5941 0.7213 0.8724 -1.48 -0.85 -0.15
O 2.5824 0.1219 -0.4362 0.59 -2.34 0.39
H 1.4812 1.2398 1.0926 1.11 0.91 1.23
O 2.8614 -1.9786 0.4114 -5.22 -2.16 0.94
H 3.7167 -1.7956 0.2453 4.91 1.56 -1.30
O -2.8299 -0.6814 1.5544 0.10 -0.58 1.15
H 0.6417 -1.3897 1.6380 0.14 -0.88 0.26
H -0.6111 2.6424 -1.4939 -0.63 0.23 -0.18
C 0.9894 -0.7374 0.8781 1.11 1.48 -0.27
N -2.3672 0.1064 0.7892 -1.23 -0.40 -1.82
H 1.2142 1.5436 -1.0540 -1.27 -0.04 0.45
C -1.7087 -0.3697 -0.3617 1.92 2.69 -1.60
H -0.2569 0.9361 1.5282 0.60 -0.08 0.21
C -1.1851 -1.5690 -0.3732 -0.95 0.15 0.02
H 0.0051 -3.2218 -0.4407 -1.83 1.36 -0.69
```
Positions in Å, forces in eV/Å.